The ion CH2ClN2O2 with charge -1 in a non-equilibrium geometry. Source: OMol25; level of theory: the ωB97M-V functional and the def2-TZVPD basis.

Its SMILES is [O-][N+]([O-])=NCCl. The calculation puts the HOMO-LUMO gap at 8.13 eV. As for the energy: -759.38023 a.u. The calculation puts the energy above the lowest of the compared OMol25 structures with the same formula, charge and spin at 2.1370 eV. Its HOMO energy is -4.459 eV.

```
! RIJCOSX wB97M-V def2-TZVPD def2/J DEFGRID3
* xyz -1 1
C -0.15290 -0.42101 -0.29244
N 1.31546 -1.51342 -0.14412
N 2.27079 -0.66150 -0.01256
O 2.06982 0.63468 -0.05786
O 3.45347 -1.07505 0.09839
Cl -1.51472 -1.57306 0.05268
H -0.18197 -0.04793 -1.42071
H -0.12366 0.31574 0.38145
*
```